Record 1
Density functional theory data (ωB97M-V with the def2-TZVPD basis set) for a 2-piece molecular cluster, C3H7O3 overall.

CARTESIAN COORDINATES (ANGSTROEM)
O -1.93773 0.83216 -0.79304
C -0.90416 0.50467 -0.22142
O -0.53040 0.63167 0.95714
C 0.12860 -0.25681 -1.13516
C 0.34081 -1.60673 -0.40698
H -0.18774 -0.28533 -2.24918
H 1.16005 0.18585 -1.18025
H 0.88636 -1.39814 0.53104
H -0.73362 -1.92399 -0.39881
H 0.84700 -2.34495 -1.15231
H 1.17158 0.55447 1.33287
H 2.12650 -0.63607 1.59788
O 2.13543 0.28635 1.34841

Forces on atoms 1 to 2 (eV/Å):
-1.32 0.50 0.11
1.67 -0.38 -2.02

## Properties
frontier orbital gap = 8.37 eV
spin multiplicity = 1
charge = -1
energy = -344.279604 a.u.
highest occupied orbital energy = -0.1540 Ha
energy relative to the best compared isomer or geometry (same formula, charge and spin) = 0.8331 eV

Record 2
Density functional theory data (ωB97M-V with the def2-TZVPD basis set) for C5H14N3O as an isolated structure.

CARTESIAN COORDINATES (ANGSTROEM)
C 0.62543 -0.90924 -1.12250
C -0.97389 -1.03653 0.71888
C 0.64156 0.53650 -0.74166
C -1.12520 0.42782 0.07599
C 1.81727 0.81536 0.11077
N -2.18291 0.44616 -0.88261
N -1.37321 1.40604 1.02504
N 0.27160 -1.57400 0.17777
O 2.32120 -0.39411 0.67841
H -0.08280 -1.14687 -1.84038
H 1.58778 -1.25000 -1.38062
H -1.08979 -1.23420 1.72828
H -1.80606 -1.44699 0.11710
H 0.47959 1.30346 -1.52799
H 1.54254 1.61051 0.89654
H 2.69106 1.19935 -0.39160
H -3.04878 0.45278 -0.31041
H -2.20231 0.95351 -1.76048
H -1.53478 2.35975 0.58141
H -1.02374 1.37437 1.95430
H 0.35774 -2.55836 0.12791
H 0.92201 -1.12510 0.84254
H 3.18570 -0.21023 0.92330

Forces on atoms 1 to 2 (eV/Å):
0.50 0.79 0.94
-2.52 0.91 -4.65

## Properties
frontier orbital gap = 9.55 eV
spin multiplicity = 1
charge = +1
energy = -438.099525 a.u.
highest occupied orbital energy = -0.4519 Ha
energy relative to the best compared isomer or geometry (same formula, charge and spin) = 3.1116 eV

Record 3
Density functional theory data (ωB97M-V with the def2-TZVPD basis set) for C9H12O4Se as an isolated structure.

CARTESIAN COORDINATES (ANGSTROEM)
C -0.57450 2.76104 -0.09368
C 0.78056 2.34433 0.31524
C -1.42381 -1.55284 0.82444
C 1.47256 -0.39049 -1.57716
C -1.41556 2.16755 -0.98146
C 1.50442 1.26985 -0.10979
C -2.10436 -0.43487 1.44004
C 0.72326 -0.98572 -2.75970
C -0.60489 -3.65538 1.18359
O -1.19426 -1.65306 -0.38544
O 2.41476 -0.95982 -1.06193
O -0.94247 -2.30760 1.77659
O 0.84366 0.67524 -1.14749
Se -3.04477 0.75526 0.47884
H -0.97890 3.63478 0.32927
H 1.21853 3.09080 1.06970
H -2.29095 2.70264 -1.34944
H -1.21395 1.29555 -1.54327
H 2.51656 0.95294 0.11466
H -1.84842 -0.24921 2.49868
H 1.33041 -1.48385 -3.47365
H -0.05080 -0.31315 -3.23223
H 0.16143 -1.69580 -2.21979
H -0.34276 -3.41901 0.17001
H -1.44975 -4.46782 1.32213
H 0.31040 -4.10416 1.77335

Forces on atoms 1 to 2 (eV/Å):
0.28 -1.76 -1.32
0.97 1.13 1.89

## Properties
frontier orbital gap = 7.11 eV
spin multiplicity = 1
energy = -3052.397329 a.u.
highest occupied orbital energy = -0.3114 Ha
energy relative to the best compared isomer or geometry (same formula, charge and spin) = 2.1363 eV

Record 4
Density functional theory data (ωB97M-V with the def2-TZVPD basis set) for a 3-piece molecular cluster, C19H53N8O2P2 overall.

CARTESIAN COORDINATES (ANGSTROEM)
C -2.59248 4.35731 0.14200
C -2.69544 2.96031 -0.47159
C -1.41750 2.13508 -0.55825
N -0.25080 2.73656 -1.28340
C -0.63205 3.51138 -2.50133
C 0.62934 4.01679 -3.20025
N 1.35644 4.91489 -2.32499
C 1.78342 4.24209 -1.11982
C 0.69589 3.46329 -0.35888
H -3.48227 4.93724 -0.09994
H -2.51150 4.31671 1.22851
H -1.74801 4.93989 -0.22709
H -3.36511 2.37570 0.16236
H -3.18236 2.99114 -1.44736
H -1.10921 1.81004 0.43639
H -1.65371 1.22334 -1.11179
H 0.29108 1.93465 -1.62434
H -1.24987 4.36554 -2.24160
H -1.17654 2.82864 -3.15478
H 1.28289 3.17569 -3.44709
H 0.30633 4.53690 -4.10000
H 0.83944 5.76588 -2.14483
H 2.56947 3.53133 -1.39193
H 2.23579 4.95411 -0.43139
H 0.14146 4.05061 0.36739
H 1.19440 2.66971 0.20102
O -0.25111 -0.48272 -2.70549
P -0.59725 -1.71814 -3.49169
N -0.54460 -2.80378 -2.14220
C -0.38193 -4.23826 -2.26946
C -1.31073 -2.45707 -0.95818
N 0.68090 -1.96978 -4.58214
C 1.82866 -2.77874 -4.17747
C 1.11068 -0.72161 -5.21109
N -1.78499 -2.52907 -4.32138
C -3.15646 -2.40528 -3.83433
C -1.58685 -3.47745 -5.41288
H -1.30641 -4.76632 -2.55032
H -0.06034 -4.63946 -1.30621
H 0.38728 -4.50175 -2.98583
H -2.36378 -2.76382 -1.03135
H -1.27940 -1.38183 -0.79014
H -0.88272 -2.94163 -0.07615
H 2.21067 -2.52222 -3.18347
H 2.62856 -2.63105 -4.90296
H 1.59539 -3.84021 -4.20631
H 1.76273 -0.12564 -4.56203
H 0.24952 -0.10720 -5.47845
H 1.64544 -0.95247 -6.13324
H -3.46809 -3.29554 -3.27961
H -3.84956 -2.25339 -4.66281
H -3.25437 -1.54444 -3.17052
H -1.18243 -4.42262 -5.04520
H -0.92798 -3.08611 -6.18146
H -2.55179 -3.67666 -5.87970
O -0.71821 -1.09393 5.97898
P 0.46117 -0.68839 5.20122
N -0.01359 -0.70105 3.56989
C 0.89086 -0.68475 2.44328
C -1.27589 -0.05533 3.27043
N 1.65385 -1.89469 5.45086
C 1.87725 -2.95417 4.47389
C 1.55539 -2.45233 6.80193
N 1.44550 0.63023 5.34310
C 0.80795 1.94114 5.33445
C 2.90199 0.63651 5.32126
H 1.30183 0.31877 2.22970
H 0.35068 -1.01552 1.55135
H 1.72205 -1.36284 2.56745
H -1.15650 1.03402 3.13944
H -1.99388 -0.22789 4.06996
H -1.70766 -0.46598 2.35205
H 0.95203 -3.42069 4.11508
H 2.49041 -3.72873 4.93507
H 2.45159 -2.60151 3.62128
H 0.75944 -3.19720 6.89279
H 1.35890 -1.66703 7.53043
H 2.50977 -2.91471 7.06221
H 0.90938 2.43976 4.36190
H 1.23847 2.59024 6.09858
H -0.25742 1.84974 5.55515
H 3.29771 0.44463 4.31946
H 3.32315 -0.09141 6.00670
H 3.24564 1.62252 5.63721

Forces on atoms 1 to 2 (eV/Å):
-0.01 0.11 -0.03
0.08 0.26 0.07

## Properties
frontier orbital gap = 8.14 eV
spin multiplicity = 1
charge = +1
energy = -2026.761781 a.u.
highest occupied orbital energy = -0.3796 Ha
energy relative to the best compared isomer or geometry (same formula, charge and spin) = 0.0000 eV

Copy entry 1 word for word.
Density functional theory data (ωB97M-V with the def2-TZVPD basis set) for a 2-piece molecular cluster, C3H7O3 overall.

CARTESIAN COORDINATES (ANGSTROEM)
O -1.93773 0.83216 -0.79304
C -0.90416 0.50467 -0.22142
O -0.53040 0.63167 0.95714
C 0.12860 -0.25681 -1.13516
C 0.34081 -1.60673 -0.40698
H -0.18774 -0.28533 -2.24918
H 1.16005 0.18585 -1.18025
H 0.88636 -1.39814 0.53104
H -0.73362 -1.92399 -0.39881
H 0.84700 -2.34495 -1.15231
H 1.17158 0.55447 1.33287
H 2.12650 -0.63607 1.59788
O 2.13543 0.28635 1.34841

Forces on atoms 1 to 2 (eV/Å):
-1.32 0.50 0.11
1.67 -0.38 -2.02

## Properties
frontier orbital gap = 8.37 eV
spin multiplicity = 1
charge = -1
energy = -344.279604 a.u.
highest occupied orbital energy = -0.1540 Ha
energy relative to the best compared isomer or geometry (same formula, charge and spin) = 0.8331 eV